19
Properties=species:S:1:pos:R:3:lowdin_charge:R:1 method="wB97M-V/def2-TZVPD" total_charge=+1 lumo_ev=-3.54 smiles="[NH3+]/C=C/CCCO" e_homo_ev=-13.80
C 0.033 -0.533 1.931 -0.251
O -0.360 0.833 1.915 -0.086
C 1.138 -0.901 0.933 -0.169
C 0.654 -1.496 -0.383 -0.185
C -0.056 -0.557 -1.320 -0.059
C -0.160 0.722 -1.054 -0.034
N -0.901 1.576 -2.120 0.202
H -0.859 -1.170 1.872 0.124
H 0.413 -0.811 2.921 0.121
H -0.412 1.161 2.818 0.101
H 1.916 -1.436 1.461 0.120
H 1.563 0.080 0.683 0.115
H 0.077 -2.414 -0.213 0.129
H 1.502 -1.959 -0.907 0.130
H -0.342 -1.091 -2.222 0.134
H -0.142 1.267 -0.123 0.107
H -0.947 2.588 -2.066 0.170
H -0.604 1.322 -3.068 0.163
H -1.748 0.996 -2.088 0.167



9
Properties=species:S:1:pos:R:3:lowdin_charge:R:1 method="wB97M-V/def2-TZVPD" total_charge=+6 lumo_ev=-26.77 e_homo_ev=-34.42
Hg -22.172 -13.408 -14.403 1.792
Hg -24.179 -8.400 -15.049 1.739
Hg -26.297 -9.589 -11.408 1.809
Hg -26.245 -14.087 -15.158 1.727
S -25.232 -11.548 -14.275 0.429
O -24.443 -12.825 -14.422 -0.461
O -25.197 -10.797 -13.010 -0.385
O -24.889 -10.447 -15.261 -0.374
O -26.543 -12.015 -14.695 -0.275



71
Properties=species:S:1:pos:R:3:lowdin_charge:R:1 method="wB97M-V/def2-TZVPD" total_charge=-2 lumo_ev=3.99 e_homo_ev=-1.58
Pd -0.070 0.087 1.066 0.587
O -3.810 1.769 -0.507 -0.714
Cl -2.869 1.303 0.646 0.829
O -3.677 0.778 1.896 -0.823
O -1.407 -1.179 1.316 -0.828
O -0.949 0.860 2.683 -0.779
Te -2.077 -0.617 3.119 1.644
C -1.808 0.216 5.236 -0.328
C -0.771 1.076 5.590 -0.124
C -0.453 1.291 6.925 -0.112
C -1.185 0.673 7.928 -0.143
C -2.236 -0.157 7.596 -0.130
C -2.531 -0.368 6.254 -0.167
C -0.390 -1.824 3.718 -0.373
C 0.929 -1.365 3.658 -0.125
C 1.985 -2.246 3.818 -0.099
C 1.754 -3.582 4.121 -0.123
C 0.453 -4.021 4.267 -0.125
C -0.607 -3.151 4.045 -0.146
H -0.180 1.534 4.815 0.081
H 0.396 1.910 7.208 0.089
H -0.930 0.853 8.963 0.080
H -2.811 -0.637 8.375 0.082
H -3.324 -1.068 6.016 0.078
H 1.117 -0.338 3.443 0.069
H 3.010 -1.911 3.716 0.089
H 2.579 -4.287 4.226 0.089
H 0.285 -5.060 4.520 0.083
H -1.625 -3.528 4.112 0.085
F 7.352 0.408 2.343 0.091
C 6.114 0.441 1.819 -0.162
C 5.404 -0.723 1.682 -0.166
F 5.918 -1.894 2.061 0.105
C 4.132 -0.668 1.145 -0.274
F 3.493 -1.824 0.998 0.080
C 3.543 0.503 0.705 -0.514
Se 1.902 0.613 -0.229 0.737
C 4.303 1.652 0.881 -0.273
F 3.859 2.837 0.465 0.067
C 5.572 1.634 1.439 -0.165
F 6.272 2.767 1.551 0.101
O -0.714 1.339 -1.150 -0.668
S -1.270 1.085 -2.484 0.937
C -0.139 -0.052 -3.327 -0.265
C 0.463 0.643 -4.516 -0.260
C 0.198 0.239 -5.823 -0.049
C 0.610 1.014 -6.899 -0.104
C 1.296 2.197 -6.677 -0.115
C 1.590 2.590 -5.374 -0.092
C 1.194 1.821 -4.302 -0.045
C -2.679 -0.021 -2.467 -0.283
C -3.084 -0.047 -3.901 -0.293
C -3.037 -1.221 -4.642 -0.068
C -3.226 -1.213 -6.017 -0.114
C -3.462 -0.016 -6.680 -0.118
C -3.570 1.168 -5.955 -0.082
C -3.403 1.137 -4.575 -0.049
H -0.633 -0.971 -3.605 0.079
H 0.625 -0.260 -2.566 0.047
H -0.372 -0.669 -6.020 0.103
H 0.385 0.697 -7.910 0.093
H 1.617 2.804 -7.520 0.090
H 2.130 3.521 -5.191 0.102
H 1.406 2.114 -3.276 0.108
H -3.367 0.502 -1.794 0.043
H -2.401 -0.990 -2.065 0.110
H -2.810 -2.165 -4.146 0.117
H -3.148 -2.158 -6.548 0.096
H -3.596 -0.016 -7.761 0.091
H -3.763 2.121 -6.446 0.100
H -3.499 2.048 -3.995 0.115



14
Properties=species:S:1:pos:R:3:lowdin_charge:R:1 method="wB97M-V/def2-TZVPD" total_charge=0 lumo_ev=1.03 smiles=COC[C@H]1CO1 e_homo_ev=-9.92
C 2.219 -0.853 0.042 -0.130
O 1.260 -0.060 -0.606 -0.192
C 0.170 0.067 0.251 -0.198
C -0.987 0.662 -0.550 -0.251
C -2.354 0.517 -0.080 -0.128
O -1.691 1.767 0.013 -0.035
H 3.170 -0.525 -0.392 0.096
H 2.313 -0.709 1.135 0.088
H 1.870 -1.905 -0.063 0.101
H 0.453 0.756 1.057 0.135
H 0.055 -0.946 0.731 0.133
H -0.819 0.775 -1.623 0.152
H -2.479 0.007 0.871 0.115
H -3.178 0.447 -0.787 0.112



15
Properties=species:S:1:pos:R:3:lowdin_charge:R:1 method="wB97M-V/def2-TZVPD" total_charge=0 lumo_ev=0.63 e_homo_ev=-9.38
C 0.406 0.592 0.878 -0.536
C 0.338 0.817 -1.545 -0.251
C -0.739 -1.867 0.193 -0.102
H -1.588 0.378 1.615 0.127
H -0.386 1.184 2.506 0.114
H 2.230 1.045 0.556 0.036
H 0.665 1.805 -1.270 0.093
H -0.017 -0.634 -3.047 0.098
H -1.765 -2.658 0.035 0.145
H 0.241 -1.811 1.075 0.170
N -0.554 0.421 1.827 0.095
N 1.461 1.384 1.136 0.092
N 0.336 -0.093 -0.402 -0.105
N 0.131 0.458 -2.793 0.047
N -0.757 -1.021 -0.763 -0.022



49
Properties=species:S:1:pos:R:3:lowdin_charge:R:1 method="wB97M-V/def2-TZVPD" total_charge=-1 s_squared=3.80 spin_multiplicity=4 lumo_ev="2.97 / 2.93" e_homo_ev="-0.31 / -4.62"
C 1.280 0.410 -3.462 -0.221
C 0.363 1.082 -4.329 -0.255
C -0.812 0.371 -4.323 -0.214
C -0.710 -0.834 -3.603 -0.174
C 0.561 -0.930 -2.925 -0.253
Co 0.050 0.498 -1.990 -0.081
P -0.410 2.569 -1.836 0.752
H 2.269 0.775 -3.359 0.069
H 0.550 1.986 -4.857 0.082
H -1.685 0.654 -4.861 0.080
H 0.762 -1.896 -2.457 0.101
H -1.542 -1.536 -3.582 0.093
H -1.716 2.681 -1.285 -0.107
H -0.609 2.979 -3.190 -0.093
H 0.412 3.576 -1.201 -0.094
C -0.855 2.823 3.900 -0.113
C 0.411 2.764 3.290 -0.100
C 0.629 1.973 2.156 -0.095
C -0.383 1.092 1.701 -0.337
C -1.647 1.181 2.290 -0.090
C -1.889 2.024 3.383 -0.104
P -0.048 0.094 0.230 0.957
C 1.618 -0.374 0.670 -0.446
C 2.562 -0.183 -0.343 -0.148
C 3.895 -0.584 -0.160 -0.149
C 4.211 -1.338 0.971 -0.177
C 3.272 -1.393 2.022 -0.154
C 1.989 -0.858 1.937 -0.176
C -1.249 -1.213 0.389 -0.365
C -0.918 -2.418 1.017 -0.069
C -1.850 -3.453 1.090 -0.099
C -3.116 -3.323 0.510 -0.112
C -3.429 -2.119 -0.135 -0.106
C -2.511 -1.060 -0.214 -0.116
H -1.034 3.542 4.705 0.089
H 1.237 3.405 3.652 0.101
H 1.544 2.118 1.578 0.110
H -2.494 0.682 1.836 0.088
H -2.887 2.155 3.798 0.089
H 2.112 0.251 -1.264 0.044
H 4.693 -0.356 -0.879 0.079
H 5.162 -1.842 1.059 0.062
H 3.529 -1.893 2.947 0.076
H 1.286 -0.867 2.810 0.106
H 0.056 -2.548 1.474 0.093
H -1.608 -4.384 1.607 0.095
H -3.839 -4.152 0.541 0.094
H -4.418 -1.995 -0.576 0.091
H -2.791 -0.132 -0.725 0.098



14
Properties=species:S:1:pos:R:3:lowdin_charge:R:1 method="wB97M-V/def2-TZVPD" total_charge=0 lumo_ev=0.77 smiles=CCOC(S)S e_homo_ev=-9.19
C 0.456 1.453 -1.263 -0.063
C -0.860 0.657 -0.966 -0.217
C -0.097 -1.139 0.679 -1.041
O -0.700 0.096 0.347 -0.298
S -1.167 -1.767 2.113 0.669
S 1.611 -1.097 1.188 0.725
H 0.644 2.348 -0.811 0.029
H 1.227 0.763 -0.855 0.042
H 0.648 1.529 -2.388 0.097
H -1.100 -0.094 -1.735 0.116
H -1.729 1.346 -0.897 0.121
H -0.233 -1.972 -0.096 0.088
H -0.021 -2.106 2.765 -0.171
H 1.320 -0.018 1.918 -0.098



75
Properties=species:S:1:pos:R:3:lowdin_charge:R:1 method="wB97M-V/def2-TZVPD" total_charge=+1 lumo_ev=-5.85 e_homo_ev=-10.21
C 1.529 3.931 -1.007 -0.143
Si 1.935 3.199 -2.675 0.437
C 2.868 4.472 -3.674 -0.147
C 3.038 1.709 -2.431 -0.156
O 0.523 2.775 -3.494 -0.131
C -0.352 1.906 -2.860 -0.440
C -0.205 0.563 -3.049 -0.093
C -1.071 -0.429 -2.387 -0.102
O -1.363 2.373 -2.042 -0.103
Si -2.411 3.527 -2.677 0.441
C -3.632 4.028 -1.357 -0.154
C -1.530 5.065 -3.269 -0.145
C -3.361 2.785 -4.102 -0.145
H 2.442 4.199 -0.484 0.038
H 0.924 4.822 -1.132 0.024
H 0.978 3.212 -0.411 0.028
H 3.786 4.755 -3.167 0.038
H 3.116 4.068 -4.650 0.034
H 2.252 5.357 -3.805 0.032
H 3.958 1.998 -1.931 0.035
H 2.532 0.965 -1.824 0.020
H 3.287 1.270 -3.391 0.036
H 0.572 0.228 -3.712 0.107
H -0.821 -1.454 -2.673 0.071
H -0.982 -0.360 -1.300 0.062
H -2.120 -0.264 -2.642 0.078
H -4.335 4.757 -1.750 0.039
H -4.180 3.157 -1.013 0.027
H -3.103 4.467 -0.517 0.029
H -2.251 5.785 -3.644 0.041
H -0.978 5.520 -2.455 0.025
H -0.841 4.814 -4.067 0.029
H -4.061 3.508 -4.509 0.038
H -2.675 2.482 -4.886 0.036
H -3.912 1.915 -3.762 0.031
C 5.580 -2.313 3.632 -0.055
N 4.422 -3.210 3.676 -0.229
C 4.527 -4.368 4.573 -0.054
C 3.184 -2.840 3.074 -0.192
C 2.882 -3.193 1.741 0.032
C 1.677 -2.871 1.179 0.005
C 0.698 -2.168 1.907 -0.122
C -0.665 -2.007 1.439 0.073
C -1.618 -1.101 2.033 -0.115
C -2.918 -1.630 1.888 -0.088
C -4.003 -1.019 2.503 0.024
C -3.793 0.145 3.207 -0.020
C -2.522 0.718 3.292 -0.039
C -1.432 0.109 2.717 0.008
C -2.815 -2.818 1.078 -0.091
C -1.453 -3.004 0.743 -0.090
C -1.094 -4.103 -0.053 0.022
C -2.070 -4.974 -0.473 -0.041
C -3.404 -4.794 -0.103 -0.024
C -3.785 -3.724 0.670 0.022
C 1.024 -1.785 3.225 0.009
C 2.217 -2.115 3.798 0.028
H 5.353 -1.442 3.019 0.089
H 5.839 -1.973 4.631 0.081
H 6.435 -2.826 3.202 0.082
H 3.585 -4.913 4.597 0.089
H 5.305 -5.041 4.222 0.083
H 4.770 -4.051 5.584 0.080
H 3.612 -3.743 1.173 0.127
H 1.476 -3.138 0.159 0.108
H -4.974 -1.472 2.426 0.121
H -4.624 0.617 3.700 0.119
H -2.394 1.659 3.801 0.116
H -0.455 0.563 2.741 0.127
H -0.072 -4.251 -0.348 0.103
H -1.799 -5.806 -1.102 0.116
H -4.143 -5.513 -0.411 0.119
H -4.804 -3.581 0.981 0.121
H 0.275 -1.289 3.813 0.111
H 2.419 -1.840 4.819 0.129



Short version: total energy = -8908.9403; -35617.4085; -156867.6030; -8370.2915; -10670.6138; -80423.9653; -26957.1697; -53095.7243 eV, in the order given.
Short version: relative energy (zero: lowest compared OMol25 entry of this formula, charge and spin) = 38.9; 17.8; 0.0; 69.0; 101.2; 0.0; 33.2; 4.1 kcal/mol, in the order given.